--- w ---
The following is a quantum chemistry calculation of an isolated ion of composition C4H12N3 and charge +1, from the Open Molecules 2025 dataset.

XYZ file:
```
19
Properties=species:S:1:pos:R:3
C -2.294 0.568 -0.375
C 1.862 -0.013 -0.438
C 0.420 1.627 0.546
C 0.211 -2.059 0.254
N -1.684 -0.631 0.072
N 0.543 0.250 0.200
N -0.377 -0.723 0.123
H -1.569 1.311 -0.615
H -3.107 0.710 0.321
H -2.858 0.215 -1.304
H 1.835 -0.793 -1.167
H 2.199 0.976 -0.905
H 2.677 -0.145 0.410
H 0.589 2.238 -0.265
H -0.582 1.826 0.851
H 1.114 1.702 1.348
H 0.550 -2.426 -0.728
H -0.518 -2.737 0.775
H 0.988 -1.898 0.897
```

Calculated values
LUMO energy (spin up / spin down), eV: -2.883 / -7.041
Charge: +1
Molecular weight, g/mol: 102.16
Multiplicity: 3
Orbital gap (spin up / spin down), eV: 8.9 / 7.7
HOMO energy (spin up / spin down), eV: -11.82 / -14.73

***

--- x ---
The following is a quantum chemistry calculation of a 2-piece molecular cluster, C4H12N3 overall, from the Open Molecules 2025 dataset.

XYZ file:
```
19
Properties=species:S:1:pos:R:3
C 0.240 -1.918 0.174
C -0.456 -1.936 1.574
C -0.050 1.705 0.475
C 0.698 2.229 -0.549
N 0.331 -0.727 -0.553
N 0.273 2.657 -1.768
N -0.561 -1.666 -1.058
H 1.159 -2.455 0.053
H -1.067 -2.769 1.621
H -1.167 -1.119 1.783
H 0.347 -1.861 2.239
H -1.156 1.931 0.378
H -0.057 0.180 -0.187
H 0.289 1.167 1.302
H 1.672 2.423 -0.373
H -0.795 2.699 -1.844
H 0.990 2.904 -2.429
H -0.245 -2.151 -2.018
H -1.651 -1.607 -0.870
```

Calculated values
LUMO energy (spin up / spin down), eV: -3.479 / -5.009
Charge: +1
Molecular weight, g/mol: 102.16
Multiplicity: 3
Orbital gap (spin up / spin down), eV: 4.7 / 9.5
HOMO energy (spin up / spin down), eV: -8.18 / -14.54

***

Which structure is most stable, and how do the rest compare? From most to least stable: w, x.

***

--- w ---
The following is a quantum chemistry calculation of an isolated ion of composition C6H13N2 and charge +1, from the Open Molecules 2025 dataset.

XYZ file:
```
21
Properties=species:S:1:pos:R:3
C 3.543 0.116 -0.315
N 2.350 -0.109 0.178
C 1.451 -1.086 0.466
N 0.744 0.122 0.751
C -0.287 0.390 -0.105
C -0.718 1.832 -0.089
C -1.516 -0.460 0.623
C -2.550 -0.785 -0.435
H 3.851 1.143 -0.374
H 4.163 -0.747 -0.700
H 1.586 -1.659 1.261
H 1.050 -1.752 -0.398
H -0.111 -0.051 -1.067
H -1.868 2.008 -0.248
H -0.449 2.319 0.812
H -0.047 2.417 -0.785
H -1.736 0.220 1.514
H -1.125 -1.378 1.030
H -3.141 -1.725 -0.088
H -3.280 0.019 -0.609
H -1.910 -0.833 -1.423
```

Calculated values
LUMO energy, eV: -5.052
Charge: +1
Molecular weight, g/mol: 113.18
Orbital gap, eV: 9.8
Structure (SMILES): C=[N+]1CN1[C@H](C)CC
HOMO energy, eV: -14.89

***

--- x ---
The following is a quantum chemistry calculation of a 2-piece molecular cluster, C6H13N2 overall, from the Open Molecules 2025 dataset.

XYZ file:
```
21
Properties=species:S:1:pos:R:3
C 2.587 0.054 -0.176
C -1.066 0.470 -0.591
C -1.171 -0.706 0.010
C 3.684 0.906 0.051
C -1.815 1.739 -0.417
C -1.924 -0.898 1.293
N 1.639 -0.592 -0.220
N -0.561 -1.911 -0.558
H -0.458 0.632 -1.463
H 4.065 1.571 -0.821
H 4.648 0.431 0.306
H 3.597 1.538 0.948
H -1.491 2.560 -1.047
H -1.886 1.846 0.674
H -2.787 1.675 -0.877
H -3.032 -0.745 1.283
H -1.412 -0.272 2.011
H -1.642 -1.930 1.505
H -0.517 -1.916 -1.583
H -0.861 -2.814 -0.055
H 0.404 -1.639 -0.274
```

Calculated values
LUMO energy, eV: -2.798
Charge: +1
Molecular weight, g/mol: 113.18
Orbital gap, eV: 10.4
HOMO energy, eV: -13.21

***

Which structure is most stable, and how do the rest compare? From most to least stable: x, w.